ORCA calculation (the ωB97M-V functional and the def2-TZVPD basis) on a molecular structure, C2H6ClCrOS at a distorted geometry.

The energy above the lowest of the compared OMol25 structures with the same formula, charge and spin is 0.3509 eV. Its expectation value of S² is 20.01. As for the charge: +1. As for the multiplicity: 9. The value obtained for the calculated total energy is -2057.32376 Ha. As for the frontier orbital gap (alpha / beta): 4.077 / 7.319 eV.

XYZ file:
```
12
C2H6ClCrOS the ωB97M-V functional and the def2-TZVPD basis
Cr 3.343 -3.091 -3.331
Cl 2.146 -1.547 -1.713
C -0.240 -0.768 1.071
S -1.592 0.309 0.486
O -2.129 0.997 1.707
C -0.582 1.537 -0.350
H 0.229 -1.403 0.320
H -0.585 -1.479 1.825
H 0.474 -0.112 1.565
H 0.057 2.030 0.383
H -1.153 2.358 -0.793
H 0.033 1.168 -1.171
```

ORCA calculation (the ωB97M-V functional and the def2-TZVPD basis) on 2 unconnected molecules or ions with the total composition C2H6ClN at a distorted geometry.

The energy above the lowest of the compared OMol25 structures with the same formula, charge and spin is 4.2102 eV. The value obtained for the calculated total energy is -594.59743 Ha. As for the frontier orbital gap (alpha / beta): 7.656 / 10.811 eV.

XYZ file:
```
10
C2H6ClN the ωB97M-V functional and the def2-TZVPD basis
C -0.741 1.154 -0.367
C 0.050 0.037 -1.044
N 0.457 -2.112 0.385
Cl -0.612 -0.651 -2.464
H -0.612 2.138 -0.920
H -0.452 1.301 0.716
H -1.883 0.991 -0.543
H 0.985 -0.153 -0.644
H -0.473 -2.461 0.407
H 0.643 -2.674 -0.413
```

Among the records above, which one has the lowest calculated total energy? C2H6ClCrOS

Look up the calculated total energy of the first one. -2057.32376 Ha

The lowest calculated total energy belongs to which entry? C2H6ClCrOS